1.
Here is 8 unconnected molecules or ions with the total composition C26H57BrCl2N7O11PS2 from the Open Molecules 2025 dataset. Energies are from ωB97M-V/def2-TZVPD.

```
107
Properties=species:S:1:pos:R:3
C 2.060 1.280 1.980
C 1.598 0.088 1.138
Cl 2.797 -1.252 1.377
C 0.249 -0.447 1.624
Cl -0.213 -2.022 0.913
C -0.994 0.485 1.493
P -1.981 0.159 3.097
S -3.892 0.502 3.036
O -0.621 1.881 1.482
S -1.746 2.805 0.852
O -1.141 3.583 -0.175
O -2.496 3.482 1.839
O -2.595 1.632 0.222
C -1.917 0.381 0.258
Br -0.959 0.226 -1.414
H 1.618 1.242 2.981
H 1.705 2.192 1.513
H 3.142 1.304 2.052
H 1.633 0.301 0.071
H 0.377 -0.695 2.679
H -1.638 -1.163 3.365
H -1.220 0.984 3.931
H -2.665 -0.393 0.381
C 1.571 -3.930 -3.520
N 1.791 -2.510 -3.339
C 1.637 -1.659 -4.504
C 2.102 -1.950 -2.159
O 2.268 -0.754 -1.991
H 2.268 -4.348 -4.244
H 0.561 -4.097 -3.895
H 1.687 -4.451 -2.570
H 2.556 -1.102 -4.695
H 0.834 -0.939 -4.335
H 1.392 -2.273 -5.367
H 2.190 -2.681 -1.337
C -2.409 -3.419 7.615
N -2.220 -2.009 7.352
C -1.850 -1.119 8.439
C -2.380 -1.484 6.124
O -2.237 -0.304 5.861
H -3.205 -3.576 8.346
H -1.491 -3.869 8.001
H -2.683 -3.925 6.691
H -2.602 -0.342 8.571
H -0.898 -0.631 8.227
H -1.764 -1.698 9.356
H -2.665 -2.227 5.360
C -2.705 1.885 -6.877
N -1.922 0.679 -6.717
C -0.479 0.732 -6.880
C -2.481 -0.508 -6.413
O -1.860 -1.546 -6.273
H -2.587 2.294 -7.882
H -2.400 2.645 -6.154
H -3.757 1.658 -6.716
H -0.167 0.051 -7.673
H 0.009 0.420 -5.957
H -0.176 1.745 -7.132
H -3.577 -0.453 -6.296
C -0.755 6.025 2.313
N 0.077 7.095 2.831
C -0.436 7.950 3.886
C 1.319 7.327 2.367
O 2.052 8.213 2.764
H -1.680 6.420 1.891
H -1.009 5.322 3.108
H -0.219 5.491 1.531
H -0.459 8.991 3.561
H 0.199 7.892 4.771
H -1.443 7.627 4.142
H 1.618 6.622 1.571
C 2.364 -4.736 5.501
N 1.760 -3.456 5.196
C 2.293 -2.248 5.807
C 0.726 -3.335 4.353
O 0.201 -2.268 4.073
H 2.297 -4.950 6.570
H 3.415 -4.745 5.209
H 1.846 -5.521 4.955
H 1.524 -1.744 6.392
H 2.640 -1.557 5.037
H 3.125 -2.517 6.453
H 0.391 -4.288 3.914
C 1.421 5.914 -1.785
N 2.317 4.797 -1.577
C 3.724 4.932 -1.909
C 1.882 3.618 -1.085
O 2.600 2.653 -0.892
H 1.398 6.204 -2.839
H 1.732 6.781 -1.197
H 0.415 5.627 -1.482
H 4.013 4.198 -2.662
H 4.345 4.765 -1.028
H 3.903 5.935 -2.291
H 0.804 3.612 -0.862
C -1.831 -7.078 -7.438
N -1.001 -6.144 -6.708
C -1.632 -5.146 -5.856
C 0.341 -6.159 -6.800
O 1.076 -5.389 -6.209
H -2.504 -6.550 -8.117
H -2.432 -7.681 -6.754
H -1.200 -7.743 -8.024
H -1.374 -4.137 -6.178
H -1.306 -5.268 -4.823
H -2.711 -5.273 -5.907
H 0.722 -6.935 -7.484
```

Output
Spin multiplicity = 1
HOMO = -8.35 eV
LUMO level = 0.31 eV
Structure (SMILES) = C[C@@H](Cl)[C@H](Cl)[C@@]1([PH2]=S)OS(=O)(=O)O[C@H]1Br.CN(C)C=O.CN(C)C=O.CN(C)C=O.CN(C)C=O.CN(C)C=O.CN(C)C=O.CN(C)C=O

2.
Here is 10 unconnected molecules or ions with the total composition C26H57I2N10O21P2 from the Open Molecules 2025 dataset. Energies are from ωB97M-V/def2-TZVPD.

```
118
Properties=species:S:1:pos:R:3
C 4.280 -0.554 2.187
O 5.484 -0.370 1.356
C 5.413 0.858 0.548
C 5.503 2.243 1.438
C 4.605 3.442 0.743
C 2.962 3.191 0.901
C 2.137 3.375 -0.506
C 1.057 4.608 -0.517
C -0.347 4.293 0.299
C -1.371 3.293 -0.499
P -2.392 2.128 0.660
C -3.000 0.628 -0.392
C -2.884 0.670 -2.014
C -3.420 -0.729 -2.647
C -3.961 -1.890 -1.681
N -4.130 -1.955 -0.202
C -3.624 -0.660 0.330
C -3.816 3.187 1.364
I -5.735 2.847 0.284
C -4.065 3.041 2.977
C -5.449 2.248 3.391
I -4.303 5.096 3.816
P -1.006 1.329 2.140
O 0.161 0.377 1.203
O -1.852 0.198 3.208
H 4.222 0.210 3.091
H 4.311 -1.634 2.687
H 3.272 -0.435 1.576
H 4.454 0.945 -0.119
H 6.347 0.831 -0.187
H 6.644 2.585 1.384
H 5.271 2.065 2.571
H 4.874 4.474 1.226
H 4.940 3.485 -0.400
H 2.565 3.840 1.796
H 2.861 2.061 1.240
H 2.950 3.639 -1.339
H 1.698 2.329 -0.821
H 0.799 4.876 -1.643
H 1.569 5.527 0.014
H -0.875 5.355 0.437
H -0.045 3.945 1.375
H -0.784 2.625 -1.260
H -2.100 3.996 -1.129
H -2.482 1.538 -2.687
H -3.408 -0.889 -3.817
H -4.297 -2.895 -2.237
H -3.701 -0.574 1.520
H -3.542 4.328 1.158
H -3.180 2.572 3.581
H -6.406 2.941 3.279
H -5.375 2.017 4.559
H -5.568 1.200 2.871
H -0.094 0.523 0.234
H -2.029 0.664 4.080
C -1.635 -3.088 3.109
N -1.338 -4.498 3.479
O -0.169 -4.882 3.352
O -2.285 -5.180 3.887
H -0.714 -2.610 2.769
H -2.378 -3.107 2.308
H -2.024 -2.589 3.999
C 6.849 -1.474 5.102
N 6.272 -0.126 5.355
O 6.942 0.658 6.036
O 5.162 0.107 4.862
H 7.823 -1.539 5.592
H 6.158 -2.211 5.517
H 6.952 -1.590 4.021
C -3.243 -4.344 -5.895
N -3.383 -4.005 -4.453
O -2.348 -3.742 -3.830
O -4.529 -4.013 -3.987
H -2.186 -4.298 -6.167
H -3.634 -5.353 -6.036
H -3.820 -3.611 -6.463
C -5.167 -8.878 -5.452
N -5.026 -7.410 -5.651
O -4.259 -7.031 -6.543
O -5.690 -6.680 -4.906
H -4.529 -9.395 -6.172
H -4.855 -9.103 -4.430
H -6.216 -9.133 -5.613
C -7.427 -2.405 -5.882
N -6.242 -2.018 -6.694
O -5.906 -0.828 -6.673
O -5.683 -2.919 -7.330
H -7.815 -1.518 -5.379
H -8.172 -2.820 -6.563
H -7.098 -3.149 -5.153
C -1.145 -11.055 -5.149
N -2.572 -11.280 -5.508
O -2.803 -11.841 -6.585
O -3.419 -10.888 -4.697
H -0.514 -11.448 -5.949
H -1.000 -9.978 -5.037
H -0.954 -11.582 -4.212
C 5.730 3.559 6.542
N 5.722 4.635 5.515
O 4.993 4.472 4.530
O 6.447 5.614 5.727
H 5.050 2.765 6.227
H 6.753 3.183 6.617
H 5.399 4.000 7.484
C -2.609 4.683 -5.042
N -2.749 5.022 -3.600
O -1.714 5.285 -2.977
O -3.895 5.014 -3.134
H -1.552 4.729 -5.314
H -3.000 3.674 -5.183
H -3.186 5.416 -5.610
C 9.355 7.041 6.486
N 10.660 6.548 5.968
O 11.353 7.348 5.327
O 10.951 5.373 6.218
H 9.230 8.086 6.193
H 8.570 6.421 6.048
H 9.375 6.946 7.574
```

Output
Net charge = +1
Spin multiplicity = 1
HOMO = -11.21 eV
LUMO level = -3.88 eV

3.
Here is 3 unconnected molecules or ions with the total composition C26H58BN8O9 from the Open Molecules 2025 dataset. Energies are from ωB97M-V/def2-TZVPD.

```
102
Properties=species:S:1:pos:R:3
C 4.186 0.116 0.497
C 3.741 0.427 -1.085
N 2.350 -0.170 -1.302
C 1.610 0.544 -2.431
N 2.685 0.873 -3.483
C 2.887 -0.227 -4.311
O 3.396 -1.413 -4.748
C 1.091 1.971 -1.830
C -0.329 2.524 -2.422
C -0.127 4.171 -2.639
O 0.425 4.842 -1.439
O -0.206 5.996 -1.409
C -1.449 2.365 -1.238
C -2.993 2.683 -1.684
O -3.313 3.382 -2.808
N -4.214 2.261 -0.839
C -3.798 1.823 0.548
C -4.989 1.188 -1.571
N -0.730 1.980 -3.772
C -0.419 0.509 -3.934
N -1.095 -0.152 -4.967
N 0.575 -0.296 -3.133
B -0.068 -1.338 -2.243
O -0.518 -1.165 -0.849
C -0.310 -2.863 -2.901
C -1.388 -3.731 -1.962
H 3.301 0.273 1.254
H 4.698 -0.935 0.619
H 5.004 0.936 0.791
H 4.578 -0.105 -1.738
H 3.781 1.593 -1.192
H 1.866 0.001 -0.369
H 1.032 1.996 -0.642
H 1.923 2.780 -2.114
H 0.725 4.259 -3.470
H -1.072 4.691 -3.092
H -0.819 6.049 -0.607
H -1.195 3.111 -0.341
H -1.406 1.288 -0.784
H -3.077 2.593 1.074
H -3.175 0.812 0.441
H -4.715 1.557 1.250
H -4.278 0.333 -1.936
H -5.886 0.810 -0.896
H -5.478 1.697 -2.525
H -0.366 2.561 -4.569
H -1.880 0.312 -5.515
H -0.821 -1.111 -5.316
H 0.069 -1.642 -0.191
H 0.714 -3.476 -2.882
H -0.796 -2.826 -3.968
H -1.974 -4.473 -2.691
H -0.827 -4.435 -1.186
H -2.210 -3.054 -1.471
C -6.645 -0.805 4.178
O -6.692 -0.489 2.792
C -7.339 -1.496 2.004
C -8.683 -0.981 1.466
N -9.670 -0.837 2.541
C -10.873 -0.097 2.142
C -10.695 1.378 1.729
O -10.303 2.239 2.799
C -8.905 2.269 3.050
H -6.003 -0.070 4.671
H -7.638 -0.745 4.625
H -6.217 -1.799 4.340
H -7.464 -2.434 2.554
H -6.681 -1.700 1.155
H -9.065 -1.683 0.718
H -8.494 -0.022 0.974
H -9.242 -0.347 3.323
H -11.553 -0.124 3.003
H -11.372 -0.641 1.332
H -11.677 1.741 1.403
H -10.033 1.500 0.865
H -8.313 2.127 2.142
H -8.645 1.521 3.800
H -8.657 3.247 3.473
C 10.804 -2.994 3.798
O 10.963 -1.730 3.166
C 11.608 -1.813 1.889
C 10.619 -1.484 0.761
N 9.618 -2.544 0.600
C 8.493 -2.168 -0.265
C 7.594 -1.006 0.204
O 6.829 -1.298 1.374
C 7.521 -1.094 2.597
H 10.454 -2.821 4.819
H 10.058 -3.598 3.279
H 11.756 -3.531 3.846
H 12.085 -2.784 1.729
H 12.398 -1.057 1.888
H 11.169 -1.363 -0.178
H 10.144 -0.529 1.007
H 9.246 -2.792 1.514
H 7.864 -3.062 -0.360
H 8.876 -1.946 -1.268
H 6.861 -0.827 -0.591
H 8.143 -0.064 0.319
H 8.245 -0.276 2.539
H 8.009 -2.018 2.908
H 6.784 -0.845 3.367
```

Output
Net charge = +1
Spin multiplicity = 1
HOMO = -10.10 eV
LUMO level = -4.21 eV

4.
Here is a molecular structure, C26H58ClLi2O12 from the Open Molecules 2025 dataset. Energies are from ωB97M-V/def2-TZVPD.

```
99
Properties=species:S:1:pos:R:3
Li -9.289 -7.047 16.180
Li -11.451 -6.352 11.807
Cl -11.196 -8.745 13.974
O -10.722 -10.015 14.515
O -10.175 -7.774 14.199
O -11.407 -8.786 12.575
O -12.335 -8.214 14.601
C -15.803 -11.852 10.800
C -14.304 -11.564 10.590
C -13.676 -11.335 11.991
O -14.731 -11.599 12.863
C -15.805 -12.358 12.246
H -16.181 -12.509 10.017
H -16.238 -10.863 10.662
H -14.054 -10.732 9.932
H -13.777 -12.411 10.151
H -13.227 -10.359 12.175
H -12.958 -12.145 12.120
H -16.801 -12.184 12.653
H -15.527 -13.409 12.321
C -12.795 -2.543 13.248
C -13.595 -3.511 14.076
C -12.725 -4.787 14.128
O -11.975 -4.725 12.842
C -12.281 -3.470 12.142
H -12.005 -2.108 13.859
H -13.393 -1.728 12.839
H -14.450 -3.735 13.439
H -13.955 -3.028 14.985
H -13.320 -5.682 14.304
H -11.869 -4.636 14.787
H -13.026 -3.569 11.353
H -11.383 -3.048 11.690
C -10.008 -15.763 14.104
C -9.943 -14.244 13.755
C -11.376 -13.810 14.170
O -11.933 -14.852 15.002
C -10.938 -15.820 15.313
H -8.996 -16.146 14.234
H -10.451 -16.238 13.228
H -9.845 -14.030 12.691
H -9.178 -13.694 14.303
H -12.041 -13.580 13.338
H -11.243 -12.869 14.704
H -11.207 -16.864 15.470
H -10.351 -15.576 16.199
C -10.307 -10.535 9.414
C -11.304 -9.486 9.139
C -11.980 -9.788 7.797
O -11.185 -10.838 7.236
C -10.615 -11.533 8.292
H -10.274 -11.015 10.392
H -9.392 -9.988 9.187
H -10.830 -8.531 9.362
H -12.039 -9.586 9.938
H -11.861 -8.875 7.213
H -13.050 -9.984 7.862
H -9.787 -12.004 7.762
H -11.232 -12.356 8.653
C -5.708 -12.183 12.798
C -6.753 -11.215 12.329
C -7.054 -10.359 13.561
O -6.830 -11.269 14.664
C -6.133 -12.479 14.258
H -4.764 -11.638 12.775
H -5.580 -13.058 12.162
H -7.696 -11.741 12.180
H -6.627 -10.675 11.391
H -8.098 -10.107 13.378
H -6.467 -9.444 13.627
H -6.664 -13.429 14.323
H -5.229 -12.513 14.867
C -6.644 -9.869 17.570
C -7.786 -8.885 17.736
O -8.291 -8.764 16.384
H -6.863 -10.824 17.093
H -6.111 -9.920 18.519
H -5.820 -9.479 16.973
H -7.414 -7.977 18.212
H -8.505 -9.382 18.387
H -8.253 -9.616 15.944
C -14.439 -7.555 11.947
C -14.030 -7.425 10.506
O -12.922 -6.454 10.456
H -14.039 -8.376 12.542
H -15.508 -7.758 12.009
H -14.383 -6.569 12.407
H -14.676 -6.770 9.922
H -13.794 -8.297 9.895
H -12.937 -5.896 9.676
C -16.181 -11.327 15.695
C -14.729 -11.303 16.209
O -14.428 -9.959 16.596
H -16.436 -10.509 15.021
H -16.820 -11.127 16.556
H -16.473 -12.311 15.326
H -13.992 -11.494 15.430
H -14.726 -12.041 17.012
H -14.054 -9.638 15.773
```

Output
Net charge = +1
Spin multiplicity = 1
HOMO = -10.99 eV
LUMO level = -3.39 eV

Which value of spin multiplicity does entry 3 give? 1

Which of these has the lowest LUMO level? C26H58BN8O9